{
  "formula": "C70H155N9O11",
  "method": "wB97M-V/def2-TZVPD",
  "elements": ["C", "C", "C", "C", "C", "C", "C", "C", "C", "N", "O", "H", "H", "H", "H", "H", "H", "H", "H", "H", "H", "H", "H", "H", "H", "H", "H", "H", "H", "H", "C", "C", "C", "C", "C", "C", "C", "C", "C", "N", "O", "H", "H", "H", "H", "H", "H", "H", "H", "H", "H", "H", "H", "H", "H", "H", "H", "H", "H", "H", "C", "C", "C", "C", "C", "C", "C", "C", "C", "N", "O", "H", "H", "H", "H", "H", "H", "H", "H", "H", "H", "H", "H", "H", "H", "H", "H", "H", "H", "H", "C", "C", "C", "C", "C", "C", "C", "C", "C", "N", "O", "H", "H", "H", "H", "H", "H", "H", "H", "H", "H", "H", "H", "H", "H", "H", "H", "H", "H", "H", "C", "C", "C", "C", "C", "C", "C", "C", "C", "N", "O", "H", "H", "H", "H", "H", "H", "H", "H", "H", "H", "H", "H", "H", "H", "H", "H", "H", "H", "H", "C", "C", "C", "C", "C", "C", "C", "C", "C", "N", "O", "H", "H", "H", "H", "H", "H", "H", "H", "H", "H", "H", "H", "H", "H", "H", "H", "H", "H", "H", "C", "O", "C", "C", "C", "N", "H", "H", "H", "H", "H", "H", "H", "H", "H", "H", "H", "C", "O", "C", "C", "N", "C", "C", "O", "C", "H", "H", "H", "H", "H", "H", "H", "H", "H", "H", "H", "H", "H", "H", "H", "C", "O", "C", "C", "N", "C", "C", "O", "C", "H", "H", "H", "H", "H", "H", "H", "H", "H", "H", "H", "H", "H", "H", "H"],
  "positions_angstrom": [[-1.32681, -0.49080, -7.60397], [0.18509, -0.99543, -7.86223], [0.21670, -1.95892, -9.00633], [0.92429, 0.29730, -8.22893], [2.45370, 0.18532, -8.27118], [2.92882, -0.22905, -6.91207], [2.30875, -1.55922, -6.41430], [2.99771, -2.77440, -7.03116], [2.43281, -1.45840, -4.92100], [0.81607, -1.43924, -6.64849], [0.09878, -2.42441, -5.93864], [-1.61168, 0.16798, -8.42431], [-2.10834, -1.24415, -7.70287], [-1.43243, 0.01731, -6.64544], [0.96315, -2.71874, -8.77486], [-0.73435, -2.27651, -9.43382], [0.60078, -1.34764, -9.82299], [0.49674, 0.78010, -9.10768], [0.78051, 0.97143, -7.38455], [2.90136, -0.43446, -9.04808], [2.88283, 1.18722, -8.25909], [2.81313, 0.62039, -6.23890], [3.99824, -0.34724, -7.08669], [3.10930, -2.69234, -8.11232], [2.29639, -3.60213, -6.92568], [3.94812, -3.06002, -6.58036], [2.00434, -2.41689, -4.62805], [1.81579, -0.60801, -4.63080], [3.48308, -1.46365, -4.62946], [-0.00271, -1.92197, -5.12694], [-9.26198, -4.52076, -1.15244], [-7.72964, -4.28882, -0.95628], [-7.13435, -5.11561, -2.12675], [-7.60351, -2.78326, -1.16113], [-6.25938, -2.20362, -0.57652], [-5.94414, -2.75154, 0.85473], [-5.93470, -4.28809, 0.96662], [-4.85760, -4.90584, 0.04943], [-5.70466, -4.73383, 2.41864], [-7.20289, -4.76055, 0.38325], [-7.46539, -6.14486, 0.72836], [-9.65042, -4.25712, -2.13617], [-9.49268, -5.57608, -1.00693], [-9.76395, -4.11289, -0.27508], [-6.17234, -4.81334, -2.54063], [-7.12540, -6.10750, -1.67489], [-7.82020, -5.08295, -2.97329], [-7.77091, -2.56247, -2.21533], [-8.45840, -2.34557, -0.64568], [-5.39098, -2.31788, -1.22531], [-6.29762, -1.11442, -0.59345], [-6.81290, -2.32139, 1.35307], [-5.10144, -2.31632, 1.39190], [-4.91331, -4.77530, -1.03128], [-4.55846, -5.90479, 0.36679], [-3.90245, -4.42576, 0.26231], [-5.78254, -5.82101, 2.41069], [-6.48284, -4.53731, 3.15615], [-4.74038, -4.57261, 2.90059], [-6.94132, -6.54305, 0.02951], [-2.77255, -1.76712, -1.18512], [-1.49543, -0.92301, -1.16484], [-0.76261, -0.98198, -2.48008], [-1.84336, 0.51195, -0.94948], [-2.08935, 0.91607, 0.47489], [-0.93095, 0.45168, 1.41176], [-0.60267, -1.06895, 1.28216], [0.74566, -1.06340, 1.92054], [-1.63083, -2.01126, 2.06275], [-0.47225, -1.37259, -0.19382], [-0.12400, -2.72297, -0.41150], [-2.52923, -2.82613, -1.27114], [-3.29577, -1.68695, -0.23227], [-3.43240, -1.51620, -2.01562], [-0.48820, -2.01719, -2.68292], [-1.31848, -0.68101, -3.36807], [0.12616, -0.35169, -2.51017], [-0.98437, 1.11608, -1.24149], [-2.63219, 0.84407, -1.62443], [-2.40632, 1.95759, 0.52842], [-3.09103, 0.53309, 0.67001], [-1.25191, 0.57151, 2.44651], [-0.09556, 1.13051, 1.24024], [1.38572, -0.40768, 1.33023], [1.20370, -2.05155, 1.96355], [0.66536, -0.64409, 2.92345], [-2.67077, -1.82411, 1.79517], [-1.44538, -1.95128, 3.13517], [-1.36496, -3.06343, 1.96098], [0.78414, -2.71304, -0.72259], [3.50369, 5.15800, 3.32350], [2.68260, 4.97920, 4.64187], [3.57239, 5.36230, 5.82933], [1.49987, 5.96972, 4.52972], [0.39772, 5.66097, 5.49083], [-0.08968, 4.23745, 5.43060], [0.98465, 3.14332, 5.68702], [1.26534, 3.05905, 7.20988], [0.15471, 1.82061, 5.19562], [2.22701, 3.48741, 4.93584], [3.18316, 2.49443, 4.92160], [3.10197, 4.53356, 2.52549], [3.48040, 6.20330, 3.01546], [4.53912, 4.90406, 3.55044], [4.27752, 6.12986, 5.51035], [3.05345, 5.69829, 6.72706], [4.20726, 4.56823, 6.22237], [1.79457, 6.97754, 4.82220], [1.07525, 6.10945, 3.53560], [0.65627, 5.94924, 6.50973], [-0.41283, 6.35007, 5.25365], [-0.70533, 3.96624, 4.57297], [-0.78704, 4.19216, 6.26709], [2.04530, 2.30149, 7.28661], [0.35235, 2.77955, 7.73564], [1.66918, 4.00836, 7.56174], [-0.51525, 1.50175, 5.99410], [0.82323, 0.99332, 4.95735], [-0.37752, 1.89500, 4.24731], [2.96805, 2.19887, 4.03391], [-4.02741, 7.38767, -1.17387], [-2.64160, 7.05023, -1.84914], [-2.72405, 7.00624, -3.36043], [-1.59586, 8.20497, -1.64951], [-0.97390, 8.35118, -0.31182], [-0.39695, 6.98092, 0.15680], [-1.33409, 5.75532, -0.00754], [-0.38478, 4.48135, -0.01048], [-2.19415, 5.74304, 1.21663], [-2.01811, 5.82538, -1.33544], [-2.96378, 4.81901, -1.51718], [-4.18483, 7.21793, -0.10875], [-4.16870, 8.45428, -0.99926], [-4.95291, 6.95844, -1.55768], [-3.78670, 6.81132, -3.50491], [-2.49689, 7.98112, -3.79184], [-2.01259, 6.29663, -3.78277], [-0.81040, 8.13886, -2.40236], [-2.08630, 9.16566, -1.80647], [-0.39079, 9.26720, -0.21702], [-1.78414, 8.63966, 0.35779], [-0.17460, 6.99434, 1.22379], [0.48517, 6.75928, -0.44391], [0.48464, 4.55529, 0.64278], [0.25828, 4.30748, -0.87323], [-0.90558, 3.56847, 0.27851], [-2.82680, 6.62908, 1.16373], [-1.54791, 5.66077, 2.09053], [-2.91041, 4.92389, 1.15290], [-2.50686, 4.02892, -1.81481], [7.19600, -7.10840, 2.52755], [6.81084, -5.48665, 2.38168], [7.02270, -4.76669, 3.71034], [7.69101, -4.97999, 1.35760], [7.26556, -3.50507, 0.91648], [5.96750, -3.56303, 0.12473], [4.90194, -4.09290, 1.16727], [4.53709, -2.94885, 2.23083], [3.55989, -4.42414, 0.44123], [5.43035, -5.36166, 1.80343], [4.56293, -6.04481, 2.64444], [8.27254, -7.27851, 2.54273], [6.66422, -7.55911, 3.36551], [6.89414, -7.78149, 1.72510], [6.15237, -4.93285, 4.34517], [7.94310, -4.98963, 4.25003], [7.08286, -3.69581, 3.51619], [8.68674, -4.87235, 1.78774], [7.71999, -5.65278, 0.50050], [7.46049, -2.69655, 1.62103], [7.99591, -3.26919, 0.14250], [5.97646, -4.06111, -0.84477], [5.75063, -2.52513, -0.12791], [4.15367, -3.45914, 3.11440], [3.70249, -2.32517, 1.91055], [5.47911, -2.46298, 2.48499], [3.57068, -3.81051, -0.45957], [2.69432, -4.20628, 1.06686], [3.59041, -5.45291, 0.08233], [4.98028, -6.90168, 2.75936], [-5.93749, 1.15939, -3.20698], [-6.02636, 0.46708, -4.52143], [-5.82163, -0.95472, -4.37128], [-6.08198, -1.72514, -5.65088], [-5.37317, -1.23223, -6.90943], [-7.49539, -1.76594, -5.91239], [-6.47664, 0.66115, -2.40126], [-6.16597, 2.22370, -3.26298], [-4.89737, 1.32679, -2.92729], [-4.79132, -1.10726, -4.04987], [-6.38633, -1.35579, -3.52964], [-5.83332, -2.74953, -5.37361], [-5.71988, -1.77810, -7.78688], [-4.29736, -1.38259, -6.81928], [-5.54013, -0.15699, -6.97321], [-7.84818, -0.82705, -5.79356], [-7.97216, -2.10056, -5.08726], [4.28369, 5.87810, -1.10600], [2.85849, 5.59700, -1.30921], [2.61451, 4.98212, -2.61029], [3.11344, 3.48529, -2.71034], [2.36076, 2.75916, -1.69526], [2.86402, 1.43709, -1.38578], [4.12744, 1.53419, -0.49951], [4.12352, 2.75536, 0.35073], [5.46149, 3.19589, 0.74702], [4.89697, 4.98479, -1.22414], [4.33487, 6.18833, -0.06233], [4.58648, 6.69839, -1.75681], [2.95900, 5.59104, -3.44613], [1.55284, 5.06569, -2.84261], [4.19244, 3.33798, -2.66409], [2.90650, 3.16770, -3.73231], [2.59761, 3.31351, -0.88489], [3.09102, 0.83784, -2.26753], [2.10219, 0.92626, -0.79690], [4.99921, 1.56607, -1.15303], [4.30793, 0.59820, 0.02912], [5.33070, 4.03397, 1.43158], [6.27613, 3.28012, 0.02773], [5.79400, 2.28086, 1.23718], [0.41311, -3.98608, 4.15544], [0.04922, -2.77613, 4.74290], [-0.95082, -2.95723, 5.75888], [-0.15897, -3.41763, 7.09779], [1.12325, -2.71582, 7.10863], [2.35628, -3.40290, 7.45352], [3.74898, -2.76689, 7.25214], [4.13752, -2.45061, 5.91192], [3.35471, -1.42073, 5.38742], [0.91169, -4.73921, 4.76561], [0.97760, -3.66957, 3.27836], [-0.49793, -4.42311, 3.74667], [-1.74831, -3.63269, 5.44926], [-1.44654, -2.03480, 6.06133], [-0.11034, -4.50646, 7.08375], [-0.80716, -3.21293, 7.94987], [1.16717, -2.63274, 6.10302], [2.22641, -4.29527, 6.84123], [2.33499, -3.63554, 8.51819], [4.41667, -3.56428, 7.57839], [3.95923, -1.92246, 7.90853], [2.47524, -1.86960, 4.92576], [4.05485, -1.01431, 4.65752], [3.02834, -0.67734, 6.11471]],
  "forces_ev_per_a": [[0.8448, -0.6958, -0.3570], [-1.8550, 1.4022, 0.5256], [0.6631, 0.3413, -1.3409], [0.8194, 0.3981, 0.3358], [-0.6357, 0.6883, 0.2806], [0.5400, -1.1828, -0.7877], [-0.3181, 2.2538, -0.8074], [-1.0424, -0.4386, -0.2054], [-0.1262, -1.8155, -0.1681], [1.1280, 0.5738, 0.5456], [0.0300, -0.0372, -0.2996], [0.3475, 0.4481, 0.0667], [0.3946, -0.5654, 0.4529], [0.0936, 0.0788, -0.0790], [-0.5272, -0.4237, -0.4427], [-0.0333, -0.6216, 0.7064], [0.3953, -0.3783, -0.4450], [-0.0215, -0.2412, -0.1266], [-0.3944, 0.2634, 0.0081], [-0.2533, 0.0698, -0.2071], [-0.1151, 0.2359, -1.2213], [-0.3235, -0.2827, 0.3547], [0.3217, -0.3157, 0.7103], [0.2778, 0.3273, -0.0187], [0.1217, -0.3233, 0.2779], [-0.0223, 0.2591, 0.0810], [-0.0248, 0.1491, 1.0710], [0.3878, -0.0691, 0.5221], [-0.0935, 0.4287, 0.2143], [-0.5998, -0.4995, 0.4548], [0.4063, -1.4653, 2.0666], [-0.3112, -0.7883, -1.0755], [-0.0835, 0.3415, 0.3013], [1.5548, 0.1816, 1.5261], [0.5085, -0.1350, -0.5074], [-1.5396, 0.6188, -0.8012], [0.2259, 0.2997, -1.7558], [2.3193, 0.7218, 1.1137], [-0.7769, -1.7369, 0.1585], [-2.6075, 1.0833, 1.5142], [0.3627, 1.6930, -1.3972], [0.1845, 0.5232, 0.2934], [0.1772, -0.3389, -0.3235], [-0.3426, 0.6880, -0.3885], [0.1382, -0.0902, 0.4194], [0.3396, -0.3980, -0.9535], [-0.0736, -0.2759, 0.0724], [0.3293, -0.0162, -0.0736], [0.1872, 0.3299, 0.2581], [-0.1232, -0.7917, -0.3858], [-0.3824, 0.2041, 0.5467], [-0.1691, -0.5894, 0.8635], [0.3849, -0.0026, -0.5631], [-0.6518, -0.2516, 0.3328], [-0.7245, -0.4873, -0.3968], [0.3066, 0.5012, 0.1781], [0.1892, -0.2445, -0.1777], [-0.2098, 0.8883, -0.3392], [0.1600, 0.7047, -0.6015], [0.1718, -1.1470, 0.0947], [0.3672, -0.6634, 0.3631], [0.0217, -0.6816, -0.2892], [0.2736, -0.7315, -1.4528], [1.2462, 1.8412, 0.2204], [-1.3017, -0.5448, 0.3217], [-2.7489, 0.0449, -0.6380], [-1.2070, 0.3144, -0.8571], [1.0162, -0.8022, 0.0665], [1.3443, 0.5570, -0.2374], [0.3237, 1.1703, 1.3077], [-0.5628, -0.3586, 0.3567], [0.1229, -0.0797, -0.1459], [-0.2216, 0.2511, -0.1316], [0.0250, 0.2295, 0.0564], [0.2624, -0.0740, -0.0141], [-0.6513, 0.1866, 0.1710], [0.1228, -0.0821, 0.4300], [0.3881, 0.0092, -0.3660], [-0.2874, -0.3022, 0.0444], [0.9973, 0.4930, 0.0901], [0.0265, -0.9673, 0.9931], [0.0743, 0.2130, 0.1162], [0.2919, -0.3907, -0.1189], [0.1979, -0.1015, 0.0190], [0.0742, -0.0518, 0.1119], [0.0928, -0.2078, 0.1090], [0.1242, -0.0558, 0.1259], [-0.3521, 0.8651, 0.1166], [-0.1333, -0.0845, -0.9601], [0.1571, 0.1944, -0.0279], [-0.1549, -0.9079, 1.0148], [0.2117, -1.1489, 0.6259], [0.6440, 0.3790, 0.2395], [-0.0404, -0.2182, 0.6751], [-0.7138, 0.3164, -0.2209], [-0.0369, -0.0484, 1.0003], [-1.2905, 0.2898, -0.6339], [0.2920, -0.4455, -1.2803], [2.1033, 0.2755, 0.1360], [-3.0816, 2.7639, -1.0298], [0.3975, 0.0654, -0.3817], [0.0521, 0.0048, -0.0703], [-0.0993, 0.0061, 0.0796], [0.0941, -0.2066, -0.3570], [-0.0814, 0.3864, 0.1580], [-0.3956, 0.2736, -0.2346], [-0.0844, -0.4722, -0.5270], [0.8252, 0.0372, -0.2210], [0.2434, -0.6264, -0.3258], [0.3161, -0.2879, 0.1591], [-0.3502, -0.0642, -0.0057], [0.3839, 0.4785, -0.4144], [-0.2182, -0.4959, 0.1191], [-0.0591, -0.1115, 0.5746], [0.2153, -0.0339, 0.2068], [-0.1485, -0.0267, 0.0990], [-0.0151, 0.0948, -0.0800], [0.3349, -0.2270, 0.5646], [-0.2083, 0.7994, 0.1396], [0.8456, -0.9180, -0.1370], [-0.0615, 0.7243, 0.9987], [1.3069, 1.2791, 1.6507], [-1.3282, -0.1227, 0.0362], [-0.2987, 0.5105, -0.0393], [-0.9548, -1.1706, 1.6966], [0.1604, 0.7586, -0.8526], [1.5078, -0.1255, -0.9034], [0.0849, 0.4028, 0.1500], [-1.3179, -0.4727, -0.5498], [1.2316, 0.5169, -0.1822], [-1.0990, -0.8132, 0.5487], [0.9237, -1.1804, 0.2278], [-0.0052, 0.5540, -1.2970], [0.3602, -0.0022, -0.7710], [0.2106, -0.5306, -1.1765], [-0.1714, 0.0330, 0.0550], [-0.4000, -0.2148, 0.0396], [-0.0307, -0.3456, -0.1768], [-0.3611, -0.0806, -0.5904], [0.9502, -0.4927, -0.2872], [-0.4055, -0.3027, 0.4229], [0.5116, 0.1464, -0.1307], [0.3482, 0.1662, 0.2134], [-0.4146, 0.5203, 1.0972], [-0.9479, 0.1204, -0.9617], [-0.1034, -0.0295, -0.2004], [0.3213, 0.2108, 0.7407], [-0.3919, 0.1108, 0.1446], [0.0943, -0.3062, 0.3113], [0.4071, 0.0450, -0.1684], [-1.1299, 1.2435, -0.1288], [-0.9997, -2.5154, 0.4163], [-0.5960, 0.3320, 0.0504], [1.3098, 2.9282, -0.9645], [2.0390, -2.0801, -2.4639], [-0.9671, 0.6619, 2.6743], [-1.4226, 0.1691, 0.4513], [0.7296, -1.8260, -0.4965], [1.2902, -0.1568, -0.0979], [2.2369, 0.0160, -1.2170], [-1.6975, 0.6201, 0.8543], [0.0114, 0.4211, 0.6755], [0.5954, 0.1407, 0.6381], [-0.3982, 0.6708, -0.7546], [0.1336, -0.0163, 0.2143], [-0.0214, -0.5193, -0.1524], [-0.1827, 0.0617, 0.0423], [0.2759, -0.2920, -0.1650], [0.0038, 0.2523, -0.1670], [-0.8115, -0.3356, 0.3791], [0.4943, 0.1367, -0.0658], [0.3334, -0.6696, 0.3983], [-0.6354, 0.1411, 0.0852], [0.1653, -0.0608, 0.2044], [0.4992, 0.4060, -0.3669], [-0.4727, 0.5931, 0.1718], [-0.4365, 0.2720, 0.0219], [-0.0322, -0.2610, -0.1560], [-0.2761, -0.0867, 0.2306], [-0.1448, -0.1610, -0.2793], [0.9312, -0.0427, -1.4076], [-0.4775, 0.3026, 1.9114], [1.4293, 1.1606, 0.2498], [-0.2116, -0.1703, 0.4797], [0.4914, -0.0506, 0.8498], [-1.6903, 0.4137, 0.1183], [-0.1335, -0.0817, -0.2239], [-1.1509, -0.2280, -0.6539], [0.4998, -1.0325, 0.1538], [0.5165, -0.0011, -0.0847], [-0.6067, -0.0194, -0.0800], [0.5122, -0.2090, -0.3361], [-0.1417, 0.2110, 0.1033], [0.0876, 0.0226, 0.0008], [-0.1126, -0.0365, -0.3886], [0.0868, 0.8622, -0.9157], [0.0210, -1.1079, 0.2734], [-1.7067, -0.1244, 0.3266], [1.0071, -0.6029, -1.3696], [0.5998, -0.2759, 0.1977], [-1.0124, 1.2578, -0.4322], [0.2529, 0.1523, -0.7825], [0.1907, 0.3883, 1.3841], [0.9801, 0.9135, -0.2575], [0.5027, -0.7239, -1.5703], [-1.0086, -2.4919, 0.7455], [-0.0197, 0.0545, -0.2296], [0.1572, 0.0952, -0.0721], [0.1769, -0.0952, -0.0925], [1.0817, 0.1881, 0.1267], [-0.3282, -0.6032, 0.8289], [0.3983, 0.4407, 0.4885], [-0.5479, -0.2392, -0.0842], [-0.5393, 0.1088, 0.5988], [-0.0668, 0.0520, -0.0759], [-0.2136, -0.1902, -0.1511], [0.2427, 0.5091, -0.1704], [-0.3480, 0.1129, 0.7977], [0.1902, -0.1449, -0.2683], [-0.6814, 0.7841, -0.9628], [0.5412, 0.3397, 1.0906], [-0.6256, -0.0723, -1.6128], [-1.3964, 0.6673, 0.9883], [1.5188, 0.0260, 1.8914], [-0.9594, -0.4337, -0.4740], [-0.7549, 1.5088, -0.6711], [-0.7192, -0.6538, 0.2491], [-0.2326, -0.6397, -0.6486], [-0.0973, -0.8350, 1.8774], [0.3895, -0.0767, -0.9153], [0.2604, 0.3177, 0.2890], [0.5059, -0.5186, 0.1756], [-0.1018, -0.4949, -0.0314], [0.2560, -0.3835, -0.0342], [0.3973, 0.4553, -0.7511], [0.5481, -0.4418, -0.0878], [0.1111, 0.3350, 0.1511], [0.6979, 1.0095, -0.0767], [1.1891, -0.8992, 0.3300], [-0.0237, -0.3775, 0.0764], [0.1753, -0.0157, -0.0821], [-0.4120, 0.3105, 0.0374], [-0.1378, 0.4219, -0.3969], [-0.6747, 0.6315, -0.3510], [0.1716, 0.0958, 0.1197]],
  "e_homo_ev": -7.78,
  "largest_force_ev_per_a": 4.27,
  "multiplicity": 1,
  "e_lumo_ev": 0.335,
  "e_above_lowest_kcal_mol": 139.3,
  "total_energy_ev": -111017.745,
  "orbital_gap_ev": 8.1
}